DFT (ωB97M-V/def2-TZVPD) results for a gas-phase ion, C2H8N3 (charge +1) at a distorted geometry.

Computed properties:
* E_LUMO: -3.442 eV
* charge: +1
* HOMO-LUMO gap: 10.85 eV

```
13
Properties=species:S:1:pos:R:3:forces:R:3:lowdin_charge:R:1
C -2.367 0.125 -0.090 0.621 -1.046 0.995 0.05
C 1.240 -0.641 -0.096 0.953 2.559 -2.259 -0.17
N -1.107 0.218 -0.118 2.874 -0.373 0.712 -0.03
N -0.116 -1.012 -0.040 -3.208 2.307 -2.265 0.01
N 1.282 0.917 0.015 -0.194 -0.640 3.557 0.12
H -3.013 1.028 0.065 0.857 -0.830 -0.611 0.12
H -2.737 -0.885 0.005 -0.890 -0.090 -0.273 0.09
H 2.006 -1.113 0.523 -0.785 -0.129 0.386 0.15
H 1.527 -0.746 -1.135 0.582 -0.473 -0.105 0.12
H -0.324 -1.499 0.741 -1.210 -1.902 3.184 0.07
H 0.147 1.030 0.329 1.777 0.567 -1.352 0.16
H 1.450 1.278 -0.894 0.002 0.747 -0.807 0.12
H 2.011 1.300 0.695 -1.379 -0.696 -1.162 0.18
```
Positions in Å, forces in eV/Å.

---

DFT (ωB97M-V/def2-TZVPD) results for 12 unconnected molecules or ions with the total composition C39H103NO33S11 at a distorted geometry.

Computed properties:
* ⟨S²⟩: 0.7544
* E_LUMO (spin up / spin down): -2.334 / -7.093 eV
* 2S+1: 2
* charge: +1
* HOMO-LUMO gap (spin up / spin down): 9.50 / 4.74 eV

```
187
Properties=species:S:1:pos:R:3:forces:R:3:mulliken_spin:R:1
C -9.266 -21.672 -12.129 0.705 -0.738 1.769 0.04
C -9.267 -20.411 -11.216 -0.031 -0.164 -2.974 0.05
N -8.655 -20.433 -9.915 -3.451 0.317 1.745 0.75
C -9.193 -21.487 -9.014 2.499 -2.383 0.092 -0.01
C -8.316 -21.771 -7.806 0.561 1.689 1.708 0.02
C -8.565 -19.067 -9.325 3.225 0.021 -1.762 -0.02
C -9.870 -18.460 -9.024 -1.877 0.161 0.873 0.06
H -9.710 -22.526 -11.617 0.340 -0.150 0.235 0.00
H -8.194 -21.804 -12.277 -0.050 -0.752 -0.379 0.00
H -9.760 -21.742 -13.098 -0.024 1.333 0.062 0.00
H -8.785 -19.671 -11.855 0.116 0.422 0.577 0.04
H -10.291 -20.049 -11.122 -0.429 0.091 0.533 0.02
H -10.213 -21.475 -8.629 -0.360 0.983 -0.973 0.04
H -9.017 -22.425 -9.541 -0.952 0.165 -0.691 0.01
H -7.711 -20.893 -7.580 0.779 -0.118 -0.412 0.00
H -8.844 -21.726 -6.854 -0.617 -0.700 -0.181 0.00
H -7.705 -22.673 -7.826 -0.111 0.205 -0.299 0.00
H -8.074 -18.521 -10.130 -0.047 0.275 -0.074 0.00
H -7.843 -18.960 -8.516 -0.202 -0.825 0.212 0.01
H -10.087 -17.582 -9.633 0.051 -0.131 -0.088 0.00
H -9.916 -18.173 -7.974 -0.077 0.058 -0.065 0.00
H -10.638 -19.220 -9.172 -0.362 0.331 0.027 0.00
O -8.880 -15.603 -11.552 0.208 0.142 -0.059 0.00
S -9.808 -14.539 -11.852 -1.779 1.279 -0.465 0.00
O -11.097 -14.592 -11.165 1.339 0.012 -0.547 0.00
O -9.109 -13.071 -11.511 0.263 -2.923 -3.199 0.00
C -9.214 -12.729 -10.190 -0.386 2.985 1.867 0.00
C -8.462 -11.333 -9.985 -0.829 -1.032 -0.537 0.00
C -10.109 -14.477 -13.690 1.263 0.675 2.051 0.00
H -8.823 -13.469 -9.492 0.169 -0.136 -0.115 0.00
H -10.291 -12.633 -10.054 0.041 0.296 0.869 0.00
H -8.503 -10.642 -10.827 -0.322 -0.568 -0.598 0.00
H -7.397 -11.516 -9.844 -0.131 0.157 0.607 0.00
H -8.986 -10.738 -9.237 0.529 -0.409 0.639 0.00
H -10.374 -15.517 -13.880 -0.041 0.305 -0.399 0.00
H -9.141 -14.162 -14.080 -0.036 -0.424 -0.298 0.00
H -10.814 -13.693 -13.966 -0.251 -0.372 0.300 0.00
O -2.808 -21.778 -11.024 -1.748 -0.173 -0.103 0.00
S -4.153 -22.332 -11.113 0.185 1.614 2.133 0.00
O -4.551 -23.008 -12.303 -0.147 -0.317 0.642 0.00
O -4.361 -23.269 -9.787 -0.716 0.268 -1.465 0.00
C -3.904 -22.914 -8.441 0.402 0.135 -0.689 0.00
C -2.557 -23.530 -8.192 -0.098 -0.152 -0.185 0.00
C -5.519 -21.004 -10.718 2.066 -1.014 -0.100 0.01
H -4.653 -23.295 -7.748 -0.119 -0.114 -0.261 0.00
H -3.848 -21.835 -8.298 -0.097 0.146 -0.335 0.00
H -2.614 -24.618 -8.219 -0.105 0.012 0.460 0.00
H -2.260 -23.129 -7.223 0.510 -0.407 0.020 0.00
H -1.846 -23.288 -8.982 -0.005 0.474 0.207 0.00
H -5.152 -20.483 -9.834 -0.061 -0.076 0.058 0.00
H -6.440 -21.545 -10.501 0.142 -0.023 -0.295 -0.01
H -5.557 -20.292 -11.543 -0.122 -0.398 -0.059 0.00
O -9.028 -15.817 -16.058 0.359 0.357 0.180 0.00
S -7.779 -16.510 -16.071 0.214 -2.305 -1.546 0.00
O -6.529 -15.843 -15.756 -1.200 -0.550 0.028 0.00
O -7.966 -17.850 -15.119 0.563 0.656 -1.633 0.00
C -7.975 -17.740 -13.704 0.917 -0.307 0.167 0.00
C -6.937 -18.776 -13.168 -0.715 0.712 -0.657 0.01
C -7.649 -17.440 -17.716 0.590 0.095 0.929 0.00
H -9.015 -17.920 -13.435 0.080 -0.025 0.534 0.00
H -7.665 -16.739 -13.402 -0.169 0.001 0.137 0.00
H -6.732 -18.615 -12.110 -0.039 0.024 0.021 0.00
H -6.020 -18.634 -13.741 0.118 0.168 0.142 0.00
H -7.249 -19.801 -13.365 -0.158 -0.067 0.078 0.00
H -8.545 -17.986 -18.011 -0.430 0.609 0.479 0.00
H -6.889 -18.221 -17.675 0.318 0.276 0.559 0.00
H -7.321 -16.741 -18.485 -0.258 0.338 0.191 0.00
O -4.648 -13.703 -18.576 2.014 -0.068 -0.124 0.00
S -3.273 -14.073 -18.208 -0.551 -0.878 1.138 0.00
O -2.296 -14.551 -19.194 -1.792 1.313 1.744 0.00
O -2.601 -12.845 -17.306 1.160 -3.459 -2.339 0.00
C -3.317 -11.759 -16.902 -1.167 2.661 0.505 0.00
C -3.341 -10.616 -17.962 -0.418 -0.285 1.001 0.00
C -3.471 -15.318 -16.812 1.155 1.502 -1.191 0.00
H -2.800 -11.430 -16.000 0.018 0.206 -0.102 0.00
H -4.304 -12.062 -16.552 -0.194 0.074 -0.255 0.00
H -3.837 -10.953 -18.872 0.582 -0.071 -0.237 0.00
H -2.343 -10.188 -18.048 0.110 -0.499 -0.632 0.00
H -3.922 -9.746 -17.655 -0.333 -0.187 0.507 0.00
H -4.184 -14.871 -16.119 -0.157 -0.238 -0.271 0.00
H -2.479 -15.305 -16.362 -0.042 -0.348 0.091 0.00
H -3.727 -16.289 -17.236 -0.138 0.241 0.092 0.00
O -9.573 -12.383 -16.124 2.188 0.540 0.453 0.00
S -8.259 -11.748 -16.081 0.329 1.421 1.102 0.00
O -8.148 -10.316 -16.321 -0.324 -1.570 0.025 0.00
O -7.604 -12.006 -14.565 -2.581 -1.555 -2.073 0.00
C -6.396 -11.461 -14.178 1.189 1.729 1.498 0.00
C -6.529 -9.992 -13.799 1.021 -0.138 1.060 0.00
C -7.038 -12.579 -17.095 -0.877 0.732 0.717 0.00
H -5.506 -11.622 -14.786 -0.411 -0.308 -0.582 0.00
H -6.174 -11.937 -13.222 -0.083 -0.463 -0.210 0.00
H -6.273 -9.254 -14.559 -0.902 -0.079 -0.059 0.00
H -5.797 -9.827 -13.009 0.568 0.032 -0.072 0.00
H -7.428 -9.904 -13.189 -0.540 0.563 -0.848 0.00
H -7.573 -12.563 -18.044 0.580 -0.659 -0.277 0.00
H -6.790 -13.520 -16.605 -0.290 -0.201 -0.577 0.00
H -6.160 -11.933 -17.104 -0.297 -0.006 -0.226 0.00
O -9.360 -20.796 -17.026 2.625 -2.769 1.212 0.00
S -8.411 -21.831 -16.524 -0.907 -1.109 -0.539 0.00
O -8.410 -22.231 -15.094 -0.104 1.006 -2.667 0.00
O -8.652 -23.230 -17.464 -0.761 1.984 0.608 0.00
C -8.203 -24.511 -16.975 1.644 0.554 1.270 0.00
C -8.035 -25.553 -18.061 -1.362 1.230 -0.650 0.00
C -6.665 -21.487 -17.004 -0.314 0.440 0.362 0.00
H -8.743 -24.803 -16.074 -0.512 -0.124 -0.360 0.00
H -7.195 -24.326 -16.603 0.290 -0.045 0.198 0.00
H -9.001 -25.930 -18.396 0.015 -0.765 0.567 0.00
H -7.292 -26.283 -17.740 -0.327 -0.091 -0.334 0.00
H -7.780 -25.014 -18.973 0.927 -0.060 0.045 0.00
H -6.512 -20.419 -16.847 0.011 -0.038 0.193 0.00
H -6.366 -21.705 -18.029 -0.850 -0.100 -0.117 0.00
H -5.996 -22.063 -16.364 -0.348 0.030 0.273 0.00
O -1.805 -13.080 -13.897 -1.227 1.394 1.472 0.00
S -2.852 -12.348 -13.180 0.565 -1.513 -0.326 0.00
O -3.232 -11.021 -13.626 0.078 -1.665 0.781 0.00
O -4.165 -13.331 -13.254 0.161 1.528 -0.070 0.00
C -3.972 -14.690 -12.923 1.427 -1.792 0.260 0.00
C -4.934 -15.198 -11.862 -0.460 1.063 -0.314 0.00
C -2.636 -12.332 -11.322 0.211 0.643 -1.487 0.00
H -2.935 -14.905 -12.665 0.225 0.492 0.508 0.00
H -3.999 -15.325 -13.809 -0.697 0.285 -0.358 0.00
H -5.913 -15.184 -12.341 -0.261 -0.546 0.298 0.00
H -5.032 -14.512 -11.020 0.237 0.210 0.033 0.00
H -4.651 -16.157 -11.428 -0.054 -0.144 -0.478 0.00
H -1.684 -11.829 -11.155 -0.045 -0.054 0.061 0.00
H -2.640 -13.322 -10.867 -0.071 0.048 -0.394 0.00
H -3.455 -11.698 -10.982 0.046 -0.158 0.067 0.00
O -3.084 -17.853 -19.377 -2.343 -2.276 0.846 0.00
S -3.946 -18.983 -18.969 2.490 -1.051 -1.360 0.00
O -4.287 -19.243 -17.602 -0.598 1.059 0.143 0.00
O -5.308 -19.088 -19.804 -0.137 0.077 2.288 0.00
C -5.261 -18.894 -21.186 0.283 1.437 -2.028 0.00
C -6.673 -18.926 -21.778 -0.130 -0.428 0.385 0.00
C -3.248 -20.619 -19.496 -0.225 1.445 -0.302 0.00
H -4.558 -19.606 -21.619 -0.199 -0.092 -0.234 0.00
H -4.858 -17.890 -21.324 0.207 -0.013 -0.265 0.00
H -6.945 -18.089 -22.421 0.448 0.239 0.226 0.00
H -7.326 -18.890 -20.906 -0.359 -0.062 -0.212 0.00
H -6.892 -19.815 -22.369 0.114 -0.198 0.300 0.00
H -4.083 -21.318 -19.448 0.153 0.046 0.209 0.00
H -2.424 -20.883 -18.832 -0.138 0.101 -0.126 0.00
H -2.931 -20.513 -20.533 0.247 -0.150 0.154 0.00
O -6.834 -13.118 -21.292 0.011 -0.858 -0.287 0.00
S -6.502 -14.513 -21.434 0.416 0.193 -1.358 0.00
O -6.881 -15.426 -20.377 0.728 0.357 -1.136 0.00
O -7.181 -15.160 -22.809 0.304 0.815 0.876 0.00
C -7.323 -14.302 -24.006 0.308 0.711 1.087 0.00
C -8.224 -15.007 -24.949 0.463 -1.604 -0.294 0.00
C -4.699 -14.633 -21.931 -1.382 -0.528 0.215 0.00
H -6.334 -14.145 -24.437 0.051 0.112 0.050 0.00
H -7.752 -13.352 -23.687 0.195 0.042 0.089 0.00
H -7.681 -15.889 -25.287 -0.025 -0.315 -0.033 0.00
H -8.423 -14.485 -25.885 -0.399 0.418 0.452 0.00
H -9.076 -15.399 -24.394 -0.384 0.428 -0.412 0.00
H -4.138 -14.492 -21.008 0.147 -0.188 -0.268 0.00
H -4.408 -13.955 -22.733 -0.518 0.644 0.450 0.00
H -4.605 -15.599 -22.428 0.126 -0.350 0.695 0.00
O -14.718 -18.084 -13.571 3.601 -1.916 1.484 0.00
S -13.332 -18.593 -13.293 -2.155 -0.575 -0.382 0.00
O -13.012 -20.020 -12.895 -0.964 3.760 -0.996 0.00
O -12.538 -18.217 -14.640 -1.292 1.461 2.536 0.00
C -12.109 -19.203 -15.477 2.295 -1.048 -2.836 0.00
C -12.078 -18.605 -16.948 -0.580 -2.113 0.774 0.00
C -12.470 -17.458 -12.150 0.037 -0.679 -1.434 0.00
H -12.673 -20.136 -15.486 -0.756 0.401 0.022 0.00
H -11.149 -19.547 -15.093 0.530 0.096 -0.454 0.00
H -11.891 -19.483 -17.565 0.047 -0.093 -0.191 0.00
H -11.365 -17.866 -17.315 -0.079 0.300 0.956 0.00
H -13.121 -18.356 -17.140 0.159 0.513 -0.202 0.00
H -11.456 -17.854 -12.090 -0.137 -0.414 0.684 0.00
H -13.063 -17.388 -11.239 0.367 0.153 -0.105 0.00
H -12.280 -16.534 -12.696 -0.861 0.237 0.253 0.00
O 0.693 -17.795 -14.129 -3.347 -1.003 -0.541 0.00
S -0.725 -18.111 -13.866 2.021 -0.789 2.321 0.00
O -1.817 -17.213 -14.158 0.772 -0.636 -0.249 0.00
O -1.133 -19.680 -14.429 1.644 3.512 0.478 0.00
C -2.489 -20.012 -14.457 -1.941 -2.198 -0.761 0.00
C -2.676 -21.033 -15.628 0.654 0.018 1.448 0.00
C -0.716 -18.456 -12.029 -1.082 -0.879 -0.374 0.00
H -3.311 -19.307 -14.584 0.986 1.253 -0.160 0.00
H -2.742 -20.512 -13.522 0.145 -0.188 0.226 0.00
H -1.979 -20.791 -16.431 -0.472 0.281 -0.207 0.00
H -3.731 -21.061 -15.900 0.272 -0.056 -0.320 0.00
H -2.346 -22.000 -15.249 -0.193 -0.198 -0.150 0.00
H -0.079 -19.301 -11.769 0.530 0.318 -0.526 0.00
H -1.692 -18.850 -11.745 -0.396 0.153 -0.354 0.00
H -0.546 -17.621 -11.350 0.362 0.344 -0.750 0.00
```
Positions in Å, forces in eV/Å.